(w)
Below is a gas-phase ion, C5H15N2O (charge +1), with properties calculated with ωB97M-V/def2-TZVPD.

The geometry in ORCA input format:
```
! RIJCOSX wB97M-V def2-TZVPD def2/J DEFGRID3
* xyz 1 1
N -2.2170 -1.7907 -1.7698
C -1.6236 -1.7478 -0.3928
C -0.1360 -1.4091 -0.4719
N 0.0744 0.0817 -0.1538
C 1.5587 0.5001 -0.1574
C 1.3899 1.9888 0.1841
C 1.1798 2.3244 1.7538
O 0.4497 1.4319 2.4731
H -3.3050 -1.4982 -1.7892
H -1.8220 -1.1388 -2.5454
H -2.0359 -2.8774 -2.1356
H -1.9885 -1.1060 0.3989
H -1.8719 -2.6568 0.0390
H 0.4665 -2.1246 0.0701
H 0.2001 -1.8156 -1.3776
H -0.3304 0.2728 0.7296
H 1.7418 0.3869 -1.2238
H 2.1944 -0.1650 0.3674
H 0.5381 2.4785 -0.4183
H 2.1714 2.6449 -0.2061
H 2.1454 2.4981 2.3853
H 0.5301 3.2640 1.9607
H 0.6900 0.4580 2.2795
*
```

## Properties
- Molar mass: 119.19 g mol⁻¹
- LUMO: -4.163 eV
- HOMO: -12.616 eV

(x)
Below is a gas-phase ion, C5H15N2O (charge +1), with properties calculated with ωB97M-V/def2-TZVPD.

The geometry in ORCA input format:
```
! RIJCOSX wB97M-V def2-TZVPD def2/J DEFGRID3
* xyz 1 1
C -1.1931 2.7233 0.6115
N -0.2147 1.6344 0.5397
C -0.7883 0.2897 0.6768
C -0.2385 -0.5942 -0.4401
N -0.3708 0.2577 -1.6753
C 1.2583 -0.9724 -0.2405
C 1.4029 -2.4738 -0.0323
O 0.7283 -2.9078 1.1390
H -1.4726 3.0917 -0.3850
H -2.1058 2.5034 1.1673
H -0.7711 3.6051 1.0849
H 0.4671 1.7715 1.2711
H -1.8808 0.3368 0.6223
H -0.5147 -0.1425 1.6316
H -0.7942 -1.5103 -0.6005
H -1.3535 0.3022 -1.9731
H 0.1902 -0.0359 -2.4740
H -0.0807 1.2169 -1.4293
H 1.8503 -0.6454 -1.1011
H 1.6753 -0.4161 0.5878
H 2.4338 -2.7895 0.0138
H 0.8973 -2.9579 -0.8707
H 0.8751 -2.2866 1.8764
*
```

## Properties
- Molar mass: 119.19 g mol⁻¹
- LUMO: -3.295 eV
- HOMO: -13.818 eV

Relative energies, unit hartree: (w) 0.1107; (x) 0.0000